{"formula": "C9H13Cl2I2NOPPb", "method": "ωB97M-V with the def2-TZVPD basis set", "symbols": ["I", "I", "Pb", "P", "C", "C", "H", "H", "H", "C", "H", "H", "H", "H", "H", "H", "C", "O", "Cl", "Cl", "C", "C", "C", "C", "N", "C", "H", "H", "H", "H"], "positions_angstrom": [[-0.55, 2.80, -1.25], [0.51, -2.96, 0.78], [0.02, 0.14, 0.33], [-2.65, -0.36, 0.28], [-3.21, -1.00, -1.29], [-2.87, -1.50, 1.64], [-2.76, 1.71, 1.50], [-4.34, 0.93, 1.00], [-3.32, 1.88, -0.22], [-3.33, 1.24, 0.68], [-2.29, -1.16, 2.51], [-3.95, -1.40, 1.79], [-4.28, -1.11, -1.07], [-2.73, -1.96, -1.50], [-2.54, -2.51, 1.33], [-3.02, -0.27, -2.09], [0.05, -0.75, -2.09], [0.15, -1.10, -3.17], [-0.13, 0.95, 2.75], [5.28, -0.34, 2.23], [4.37, 0.18, 0.90], [4.93, 0.79, -0.23], [4.15, 1.19, -1.30], [2.77, 0.92, -1.23], [2.29, 0.37, -0.12], [3.00, -0.01, 0.94], [6.00, 0.94, -0.23], [4.50, 1.68, -2.20], [2.05, 1.24, -2.01], [2.45, -0.49, 1.77]], "homo_lumo_gap_ev": [2.9, 3.2], "de_lowest_kj_mol": 200.3, "charge": 3}

=====

{"formula": "C5H5FOS", "method": "ωB97M-V with the def2-TZVPD basis set", "symbols": ["F", "C", "C", "C", "C", "C", "S", "O", "H", "H", "H", "H", "H"], "positions_angstrom": [[2.96, -1.26, 0.12], [2.49, 0.06, -0.18], [1.10, 0.30, -0.16], [0.55, 1.66, -0.16], [-0.87, 1.43, 0.29], [-1.22, -0.04, 0.03], [-2.62, -0.75, -0.11], [0.06, -0.72, 0.17], [3.37, 0.64, -0.20], [0.79, 2.18, -1.17], [0.96, 2.36, 0.73], [-1.53, 2.10, -0.29], [-1.10, 1.39, 1.43]], "homo_lumo_gap_ev": 9.2, "de_lowest_kj_mol": 259.8, "charge": 0}

=====

{"formula": "C10H10IO2", "method": "ωB97M-V with the def2-TZVPD basis set", "symbols": ["C", "C", "C", "C", "C", "C", "C", "C", "C", "C", "O", "O", "I", "H", "H", "H", "H", "H", "H", "H", "H", "H", "H"], "positions_angstrom": [[-0.93, 2.66, -1.84], [0.24, 1.88, -1.98], [-1.86, 2.40, -0.85], [0.50, 0.95, -1.11], [-1.46, 1.41, 0.08], [-0.22, 0.69, 0.12], [-1.12, -2.27, -0.54], [1.62, -2.30, 1.63], [1.61, -0.80, 1.17], [0.20, -0.25, 1.04], [-0.55, -2.50, -1.54], [-1.78, -2.25, 0.40], [-1.06, -0.36, 2.94], [-1.12, 3.31, -2.68], [0.74, 1.95, -2.94], [-2.96, 2.74, -1.02], [1.23, 0.24, -1.48], [-2.15, 1.34, 0.91], [0.94, -2.26, 2.57], [1.36, -3.06, 0.88], [2.56, -2.71, 2.02], [2.08, -0.33, 2.00], [2.14, -0.50, 0.23]], "homo_lumo_gap_ev": 5.1, "de_lowest_kj_mol": 147.1, "charge": -1}

=====

{"formula": "C19H10FIO3", "method": "ωB97M-V with the def2-TZVPD basis set", "symbols": ["C", "C", "C", "C", "C", "C", "C", "O", "I", "C", "C", "F", "C", "C", "C", "O", "C", "C", "C", "C", "C", "C", "C", "O", "H", "H", "H", "H", "H", "H", "H", "H", "H", "H"], "positions_angstrom": [[2.11, 1.70, 2.21], [1.97, 2.15, 1.08], [1.20, 2.64, -0.22], [0.40, 1.46, -0.92], [0.58, 1.15, -2.39], [1.60, 1.92, -3.34], [2.64, 0.79, -3.84], [3.13, 0.00, -3.07], [3.16, 0.63, -5.94], [-0.22, 0.05, -3.07], [-1.20, -0.78, -2.31], [-1.97, -1.79, -2.89], [-1.39, -0.51, -0.85], [-0.59, 0.59, -0.17], [-0.88, 0.75, 1.39], [-0.95, 1.83, 1.93], [-1.03, -0.64, 2.16], [-0.40, -0.84, 3.51], [-0.58, -2.18, 4.17], [-1.40, -3.27, 3.50], [-2.04, -3.07, 2.15], [-1.83, -1.74, 1.48], [-2.39, -1.38, 0.04], [-3.50, -1.71, -0.35], [2.20, 1.41, 3.29], [1.95, 3.14, -0.89], [0.42, 3.43, 0.04], [2.23, 2.69, -2.81], [1.10, 2.36, -4.25], [-0.09, -0.15, -4.18], [0.22, -0.02, 3.98], [-0.12, -2.45, 5.16], [-1.54, -4.27, 4.01], [-2.66, -3.84, 1.61]], "homo_lumo_gap_ev": 8.3, "charge": 0}

=====

{"formula": "C18H27N3O6", "method": "ωB97M-V with the def2-TZVPD basis set", "symbols": ["O", "C", "C", "C", "C", "O", "H", "H", "H", "H", "H", "H", "O", "C", "C", "C", "C", "O", "H", "H", "H", "H", "H", "H", "O", "C", "C", "C", "C", "O", "H", "H", "H", "H", "H", "H", "C", "C", "N", "H", "H", "H", "C", "C", "N", "H", "H", "H", "C", "C", "N", "H", "H", "H"], "positions_angstrom": [[11.27, -15.84, -5.06], [11.83, -16.86, -4.76], [11.95, -18.21, -5.51], [13.20, -18.82, -4.85], [13.17, -18.26, -3.44], [12.56, -16.94, -3.64], [11.13, -18.88, -5.27], [11.92, -17.89, -6.58], [13.23, -19.89, -4.86], [14.13, -18.47, -5.41], [12.53, -18.90, -2.81], [14.11, -18.03, -3.00], [14.54, -10.52, 3.32], [15.22, -10.82, 2.35], [15.29, -10.07, 0.98], [16.53, -10.78, 0.37], [16.61, -12.08, 1.09], [15.93, -11.96, 2.34], [14.39, -10.30, 0.39], [15.43, -8.98, 1.01], [16.43, -10.89, -0.70], [17.45, -10.24, 0.63], [16.19, -12.92, 0.57], [17.63, -12.31, 1.35], [12.45, -11.48, -4.55], [12.19, -11.81, -5.70], [11.09, -12.72, -6.19], [11.07, -12.49, -7.67], [12.51, -11.96, -7.94], [12.94, -11.38, -6.68], [11.34, -13.81, -5.93], [10.18, -12.41, -5.70], [10.89, -13.41, -8.21], [10.38, -11.69, -7.86], [13.17, -12.77, -8.24], [12.62, -11.14, -8.67], [14.11, -15.71, 1.91], [13.93, -16.37, 0.63], [13.71, -16.84, -0.39], [13.69, -14.71, 1.80], [15.14, -15.57, 2.21], [13.57, -16.30, 2.63], [7.26, -16.42, -0.13], [6.44, -16.65, -1.29], [5.93, -16.85, -2.33], [8.04, -17.18, -0.04], [6.53, -16.49, 0.76], [7.63, -15.41, -0.18], [11.95, -13.63, -2.08], [12.85, -13.23, -0.98], [13.51, -12.96, -0.11], [12.08, -14.70, -2.23], [12.18, -13.08, -2.97], [10.91, -13.37, -1.80]], "homo_lumo_gap_ev": 10.0, "de_lowest_kj_mol": 175.9, "charge": 0}

=====

no.,strongest force on any atom (eV Å⁻¹)
1,4.69
2,5.50
3,4.39
4,3.54
5,3.99